(1)
Computed, not measured: C23H25Cl5N6O7ReS as an isolated structure in a non-equilibrium geometry, with ωB97M-V/def2-TZVPD.

Positions of all 68 atoms, in Å:
Re  0.57654  1.26330  0.78502
Cl  0.13838  4.93597  -0.00917
C  0.32824  4.40998  1.62619
C  0.46125  3.04960  1.87837
C  0.57590  2.68699  3.20716
Cl  0.66675  0.93249  3.41263
C  0.59780  3.55309  4.28358
Cl  0.76825  2.97393  5.88396
C  0.46188  4.91192  3.99349
Cl  0.46728  6.04895  5.27322
C  0.31618  5.34040  2.66564
Cl  0.12576  7.01188  2.33172
C  4.28390  2.31175  -1.12619
C  2.86307  2.02888  -0.77754
N  2.50928  1.60979  0.43665
O  3.51237  1.37046  1.37784
C  1.79072  2.18457  -1.65813
C  1.87715  2.68444  -3.06075
N  0.59396  1.85933  -1.09676
O  -0.46610  1.91980  -1.79565
H  4.62401  3.23717  -0.65044
H  4.39863  2.43980  -2.19872
H  4.93385  1.50040  -0.79693
H  4.12419  2.12221  1.35242
H  2.62326  2.13632  -3.63728
H  2.14253  3.74414  -3.08670
H  0.91070  2.56453  -3.54135
O  -1.42506  0.86051  1.03521
N  -2.31555  1.83710  0.74229
C  -2.63466  2.69513  1.72541
C  -3.53040  3.70797  1.48301
C  -4.09933  3.82066  0.22096
C  -3.76075  2.90757  -0.76195
C  -2.85281  1.90808  -0.48015
H  -2.14221  2.51337  2.66870
H  -3.77518  4.39435  2.28071
H  -4.80151  4.61549  0.00914
H  -4.18480  2.96059  -1.75378
H  -2.50231  1.17307  -1.18327
C  -3.05514  -4.88777  -2.08908
C  -2.70069  -6.14083  -1.30366
S  -0.95539  -6.43109  -1.17729
O  -0.76000  -7.60327  -0.37506
O  -0.38832  -6.32608  -2.49905
C  -0.33274  -5.02185  -0.24118
C  0.53916  -4.13620  -1.12170
N  0.97361  -2.92787  -0.39857
C  0.36915  -1.72339  -0.45608
N  1.02285  -0.84318  0.30382
C  2.08764  -1.49451  0.86609
C  2.06293  -2.77453  0.43392
N  2.98637  -3.81660  0.79418
O  2.71159  -4.95454  0.46589
O  3.95140  -3.47233  1.43600
C  -0.85272  -1.40674  -1.24352
H  -4.13370  -4.83650  -2.23260
H  -2.58031  -4.89840  -3.06968
H  -2.75328  -3.97980  -1.56064
H  -3.06009  -7.04819  -1.79417
H  -3.08951  -6.14055  -0.28381
H  0.23649  -5.44857  0.58276
H  -1.18303  -4.47045  0.16650
H  0.00206  -3.81235  -2.00552
H  1.41894  -4.67206  -1.45585
H  2.79756  -1.01671  1.52074
H  -0.93931  -2.03171  -2.12917
H  -0.81061  -0.36419  -1.56123
H  -1.74605  -1.54571  -0.63061

Output
- E_HOMO (alpha / beta) (eV) = -10.81 / -10.81
- energy (eV) = -123094.373
- energy relative to the best compared isomer or geometry (same formula, charge and spin) (kcal per mole) = 0.0
- 2S+1 = 1
- frontier orbital gap (alpha / beta) (eV) = 6.639 / 6.636
- LUMO level (alpha / beta) (eV) = -4.167 / -4.176
- total charge = +1

natural (NBO) atomic charge list, values in e, 5 entries: atom 1 (Re): 1.1489, atom 2 (Cl): 0.0398, atom 3 (C): 0.0569, atom 4 (C): -0.4085, atom 5 (C): -0.0305



(2)
Computed, not measured: a 2-piece molecular cluster, C15H25BrNO3 overall in a non-equilibrium geometry, with ωB97M-V/def2-TZVPD.

Positions of all 45 atoms, in Å:
C  0.45997  -0.55738  -6.51817
C  0.02904  -0.50618  -5.15788
C  -0.51031  -0.19431  -3.60570
O  0.39860  0.92886  -3.20127
C  -0.38949  2.10700  -3.60178
O  -0.03434  3.28068  -3.05037
O  -1.48227  1.76432  -4.53487
C  -1.99809  0.49652  -3.92296
C  -3.06914  0.62804  -2.68256
Br  -2.83740  -0.81177  -5.19527
H  0.36593  -0.48554  -7.70604
H  -0.49988  -1.11190  -2.87391
H  -2.67109  1.49703  -1.97637
H  -3.22921  -0.35486  -2.06641
H  -4.11509  1.01150  -3.09626
C  1.78758  -0.77034  4.82401
C  1.16021  0.50885  4.25919
C  -0.15313  0.33805  3.47822
N  -0.02946  -0.13102  1.99166
C  1.03140  -1.21640  1.85570
C  1.32088  -1.61603  0.42010
C  1.74264  -0.39399  -0.37996
C  0.63088  0.64270  -0.34728
C  0.30819  1.07497  1.08969
C  -1.41780  -0.67889  1.61666
H  2.23507  -1.43139  4.08000
H  2.60626  -0.50773  5.50297
H  1.05286  -1.35571  5.38454
H  1.89717  1.07574  3.68226
H  0.92007  1.12742  5.13380
H  -0.68523  1.29797  3.44180
H  -0.79978  -0.37929  3.99736
H  1.95989  -0.78764  2.23123
H  0.71752  -2.07318  2.45959
H  2.13774  -2.35007  0.41224
H  0.45967  -2.10388  -0.04170
H  1.97121  -0.68000  -1.41340
H  2.66091  0.03390  0.04113
H  -0.25915  0.23750  -0.84033
H  0.93358  1.51981  -0.93049
H  -0.55760  1.75115  1.09855
H  1.16133  1.58569  1.53152
H  -2.14832  0.12587  1.74282
H  -1.65141  -1.51300  2.28640
H  -1.41043  -1.02306  0.58156

Output
- E_HOMO (eV) = -11.50
- energy (eV) = -93621.539
- 2S+1 = 1
- frontier orbital gap (eV) = 8.962
- LUMO level (eV) = -2.534
- total charge = +1

natural (NBO) atomic charge list, values in e, 5 entries: atom 1 (C): -0.2211, atom 2 (C): -0.1244, atom 3 (C): -0.0056, atom 4 (O): -0.5093, atom 5 (C): 0.9592



(3)
Computed, not measured: a 2-piece molecular cluster, C8H19NP overall in a non-equilibrium geometry, with ωB97M-V/def2-TZVPD.

Positions of all 29 atoms, in Å:
C  3.59615  0.31938  1.19248
C  2.70109  -0.24131  0.41297
C  2.35468  -1.69286  0.57867
C  -3.54210  0.16305  1.10633
C  -2.31956  0.45553  -1.69162
C  -2.69721  -0.82432  0.34012
C  1.83101  0.42587  -0.52575
C  -1.62173  -0.36631  -0.54214
N  2.16077  1.82669  -0.93040
P  -0.48272  0.76738  0.46408
H  3.74505  1.39364  1.36716
H  4.23989  -0.43830  1.71841
H  2.27440  -2.05653  1.60633
H  1.54938  -1.94859  -0.13970
H  3.14339  -2.28117  -0.00360
H  -4.13156  -0.34899  1.88763
H  -2.79174  0.83319  1.50810
H  -4.18344  0.64027  0.34067
H  -2.34978  1.43048  -1.15695
H  -1.59300  0.38136  -2.46044
H  -3.30723  -0.09204  -1.76144
H  -3.31298  -1.43708  -0.27783
H  -2.15198  -1.61730  1.05715
H  1.47357  -0.21627  -1.41808
H  -1.17696  -1.31773  -0.90847
H  3.00005  1.90996  -1.36301
H  1.42585  2.06810  -1.72067
H  2.24635  2.46591  -0.06387
H  -0.07964  -0.20205  1.38386

Output
- E_HOMO (eV) = -12.21
- energy (eV) = -19372.242
- energy relative to the best compared isomer or geometry (same formula, charge and spin) (kcal per mole) = 72.3
- 2S+1 = 1
- frontier orbital gap (eV) = 7.898
- LUMO level (eV) = -4.309
- total charge = +1

natural (NBO) atomic charge list, values in e, 5 entries: atom 1 (C): -0.3974, atom 2 (C): -0.1037, atom 3 (C): -0.6538, atom 4 (C): -0.6126, atom 5 (C): -0.6234



(4)
Computed, not measured: one molecule with the formula CH4O2S in a non-equilibrium geometry, with ωB97M-V/def2-TZVPD.

Positions of all 8 atoms, in Å:
O  -0.70557  0.86464  1.29174
C  -0.39461  0.38435  0.02715
O  0.61061  -0.55583  0.23312
S  1.15505  -1.28942  -1.17687
H  -1.40653  1.51965  1.22005
H  -0.03044  1.19351  -0.63655
H  -1.27142  -0.09330  -0.45316
H  2.04291  -2.02361  -0.50547

Output
- E_HOMO (eV) = -8.88
- energy (eV) = -16030.437
- energy relative to the best compared isomer or geometry (same formula, charge and spin) (kcal per mole) = 37.8
- 2S+1 = 1
- frontier orbital gap (eV) = 9.487
- LUMO level (eV) = 0.611
- SMILES = OCOS
- total charge = 0

natural (NBO) atomic charge list, values in e, 5 entries: atom 1 (O): -0.7013, atom 2 (C): 0.2393, atom 3 (O): -0.6567, atom 4 (S): 0.2709, atom 5 (H): 0.4753



(5)
Computed, not measured: C50H69BrN2O6P2Si3Ti as an isolated structure in a non-equilibrium geometry, with ωB97M-V/def2-TZVPD.

Positions of all 134 atoms, in Å:
Ti  0.62244  -0.00949  0.02062
C  2.45149  -3.95572  1.04379
Si  0.64777  -3.30132  1.21584
C  -0.01114  -4.16089  2.80766
C  -0.43643  -3.91307  -0.23826
N  0.37114  -1.59532  1.29318
P  0.62758  -0.63544  2.59450
C  0.05740  0.92364  2.12632
P  1.31429  2.00677  1.67090
N  1.72228  1.70800  0.10882
Si  1.83195  2.69677  -1.29408
C  0.29531  3.83274  -1.48085
C  2.01687  1.51066  -2.77669
C  3.37619  3.84261  -1.33808
C  0.70584  3.71125  1.90031
C  1.56116  4.81240  1.88400
C  1.06348  6.07921  2.11224
C  -0.29154  6.26289  2.34810
C  -1.14782  5.16962  2.35523
C  -0.65017  3.89892  2.15061
C  2.86716  2.10030  2.62093
C  4.07171  2.33956  1.96861
C  5.24287  2.41789  2.69361
C  5.21883  2.24365  4.06986
C  4.01842  1.99034  4.72197
C  2.84168  1.93194  4.00152
C  2.33833  -1.06853  3.09273
C  3.29289  -0.70867  2.14034
C  4.62600  -1.01994  2.32892
C  5.01508  -1.71195  3.46465
C  4.06424  -2.11846  4.38508
C  2.72842  -1.79721  4.20674
C  -0.57974  -1.09334  3.89987
C  -0.49463  -0.96827  5.28319
C  -1.61611  -1.16186  6.07431
C  -2.83737  -1.47098  5.50062
C  -2.94321  -1.54999  4.12020
C  -1.83060  -1.34244  3.33084
H  2.53711  -4.66042  0.22103
H  2.77577  -4.47932  1.93920
H  3.15798  -3.15078  0.86442
H  0.16808  -5.23080  2.76945
H  -1.07662  -4.00906  2.94274
H  0.48524  -3.77221  3.68999
H  0.14843  -4.46306  -0.96613
H  -0.89618  -3.07233  -0.75183
H  -1.21896  -4.57668  0.11477
H  -0.59777  3.25069  -1.26596
H  0.19600  4.24419  -2.48359
H  0.32525  4.66598  -0.78172
H  1.12899  0.88247  -2.83767
H  2.88663  0.86907  -2.65193
H  2.13383  2.04027  -3.71742
H  3.37278  4.58978  -0.55166
H  3.39665  4.36314  -2.28946
H  4.29899  3.27593  -1.26153
H  2.61478  4.65741  1.69595
H  1.72903  6.93107  2.12948
H  -0.67370  7.25416  2.54057
H  -2.20023  5.31926  2.54881
H  -1.27696  3.01584  2.19334
H  4.06008  2.42319  0.89133
H  6.17812  2.61223  2.18591
H  6.14162  2.28652  4.63059
H  4.00989  1.84343  5.79426
H  1.88944  1.72838  4.48135
H  2.97167  -0.21724  1.21824
H  5.34875  -0.74321  1.57718
H  6.05475  -1.96166  3.61895
H  4.36094  -2.70096  5.24635
H  1.98963  -2.14743  4.91336
H  0.44266  -0.71351  5.75809
H  -1.54720  -1.06045  7.14873
H  -3.70606  -1.63554  6.12318
H  -3.90066  -1.76406  3.66428
H  -1.88921  -1.36658  2.24719
Br  5.16435  -3.63396  -2.08203
C  3.36563  -3.66232  -2.67968
C  2.98723  -4.68813  -3.51993
C  1.67897  -4.76599  -3.98230
C  0.75986  -3.79005  -3.59221
C  1.13548  -2.76687  -2.75806
C  2.45337  -2.67825  -2.25692
C  2.76910  -1.60350  -1.32182
O  3.90179  -1.36765  -0.87002
O  1.73723  -0.86803  -0.97103
H  3.71109  -5.42841  -3.82816
H  1.37499  -5.57687  -4.62988
H  -0.25507  -3.84559  -3.95710
H  0.42720  -2.00840  -2.43234
C  -3.95626  -1.87577  -0.13095
C  -3.80258  -2.10329  -1.63483
C  -5.03163  -1.56088  -2.37327
C  -3.66276  -3.60518  -1.93202
O  -2.63494  -1.45850  -2.11346
Si  -2.08389  0.07903  -1.90229
O  -0.98267  0.25576  -0.76714
O  -1.30530  0.51066  -3.27564
C  -1.51448  0.22919  -4.64239
C  -1.19633  -1.24175  -4.91776
C  -0.53865  1.11169  -5.43084
C  -2.95257  0.54187  -5.06283
O  -3.47899  0.92265  -1.68134
C  -3.88689  2.21618  -1.29864
C  -3.28518  3.29005  -2.22961
C  -5.42024  2.22968  -1.42263
C  -3.50203  2.46294  0.16164
H  -4.84801  -2.37548  0.24335
H  -4.03104  -0.80923  0.06340
H  -3.07920  -2.26620  0.38082
H  -5.92959  -2.03575  -1.98489
H  -4.94598  -1.76803  -3.43814
H  -5.08886  -0.48820  -2.22481
H  -4.60876  -4.11758  -1.75945
H  -2.90252  -4.05150  -1.29934
H  -3.37438  -3.74732  -2.97103
H  -0.15160  -1.43236  -4.68841
H  -1.38605  -1.48232  -5.96113
H  -1.81146  -1.86684  -4.27811
H  0.47604  0.88392  -5.11764
H  -0.73377  2.16449  -5.23633
H  -0.64363  0.91483  -6.49596
H  -3.64165  0.00405  -4.42041
H  -3.10060  0.23613  -6.09596
H  -3.15369  1.60772  -4.97616
H  -2.74574  2.79792  -3.03316
H  -2.58882  3.92444  -1.69114
H  -4.06069  3.92611  -2.65602
H  -5.70795  2.03560  -2.45350
H  -5.80875  3.19937  -1.12081
H  -5.86071  1.46820  -0.78119
H  -2.44138  2.25087  0.27964
H  -4.05679  1.79072  0.81488
H  -3.72184  3.49211  0.43902

Output
- E_HOMO (alpha / beta) (eV) = -2.76 / -4.93
- energy (eV) = -203618.328
- 2S+1 = 2
- frontier orbital gap (alpha / beta) (eV) = 5.189 / 7.361
- LUMO level (alpha / beta) (eV) = 2.434 / 2.434
- total charge = -1

Löwdin atomic charge list, values in e, 5 entries: atom 1 (Ti): 0.7005, atom 2 (C): -0.1419, atom 3 (Si): 0.4548, atom 4 (C): -0.1711, atom 5 (C): -0.1537



(6)
Computed, not measured: one molecule with the formula C5H9BrO5 in a non-equilibrium geometry, with ωB97M-V/def2-TZVPD.

Positions of all 20 atoms, in Å:
O  0.12179  2.97156  -1.37970
C  0.68884  1.94822  -1.35423
C  1.19989  1.29541  -0.09647
O  0.78863  1.98408  1.07595
Br  3.13513  1.08563  -0.29064
C  0.69340  -0.42758  0.12656
O  1.54349  -1.33524  -0.35046
C  -0.67175  -0.64604  -0.42748
O  -1.42662  0.52367  -0.57003
C  -1.49152  -1.82411  0.42726
O  -1.92284  -1.36656  1.63347
H  1.15868  1.54732  -2.32239
H  0.23934  2.77831  0.78784
H  0.78997  -0.45244  1.27233
H  2.28365  -1.39590  0.17868
H  -0.47862  -1.01938  -1.50242
H  -2.23091  0.58822  0.06864
H  -0.85711  -2.77055  0.60270
H  -2.33046  -2.02832  -0.28414
H  -1.23296  -1.45629  2.40454

Output
- E_HOMO (eV) = -9.50
- energy (eV) = -85608.229
- energy relative to the best compared isomer or geometry (same formula, charge and spin) (kcal per mole) = 0.0
- 2S+1 = 1
- frontier orbital gap (eV) = 9.875
- LUMO level (eV) = 0.377
- SMILES = O=C[C@](O)(Br)[C@H](O)[C@H](O)CO
- total charge = 0

natural (NBO) atomic charge list, values in e, 5 entries: atom 1 (O): -0.5130, atom 2 (C): 0.3937, atom 3 (C): 0.1037, atom 4 (O): -0.7168, atom 5 (Br): -0.0097